{"formula": "C36H31FNO3PReS6", "method": "ωB97M-V/def2-TZVPD", "gap_ev": [5.912, 4.716], "energy_ha": -4579.5547, "spin_multiplicity": 2, "e_lumo_ha": [-0.0516, -0.0943], "s2": 0.97, "relative_energy_kj_mol": 202.63, "species": ["C", "H", "C", "H", "C", "H", "C", "C", "C", "C", "C", "C", "C", "H", "H", "H", "H", "S", "N", "C", "C", "H", "H", "F", "H", "O", "C", "H", "C", "C", "H", "H", "H", "H", "H", "O", "H", "H", "H", "H", "H", "H", "S", "H", "C", "C", "C", "C", "H", "H", "O", "H", "H", "C", "S", "H", "C", "C", "C", "C", "C", "C", "C", "H", "C", "C", "C", "C", "S", "S", "S", "C", "C", "C", "C", "H", "P", "Re", "C", "H"], "xyz": [[1.17935, 0.27062, -2.78978], [0.20762, -2.64424, -1.28685], [-0.27146, -4.10401, -0.09324], [2.71438, 2.51121, -4.81911], [-1.79396, 0.89981, -4.00144], [1.39598, -5.10902, -1.01292], [-2.28171, -1.99902, -2.18919], [-2.61406, 1.68777, -4.77852], [4.63832, -2.33834, 0.94383], [1.39127, 1.43656, -3.52063], [-4.33324, -0.48460, 0.79438], [5.05543, -5.70144, 2.67272], [-3.02182, -0.06867, 0.60265], [6.31600, -3.56789, 1.36388], [0.51472, -1.86404, -4.10183], [0.63836, 2.21445, -3.52447], [-3.28529, 4.08537, -2.49742], [-0.40618, 3.13435, 3.79908], [-1.84992, 2.77754, -0.82435], [-4.56475, -1.74411, 1.30756], [-3.52497, -2.57568, 1.67100], [2.04844, -1.60434, -2.18524], [-0.04912, -6.11436, -0.82132], [-5.83138, -2.17864, 1.45311], [1.41790, -3.09858, 1.63566], [0.28733, -2.80338, -0.33759], [3.52886, 0.61291, -4.25483], [4.09299, -1.31688, -3.49815], [-1.92179, -0.87443, 0.93262], [-1.04636, -3.30578, -4.29804], [5.23734, -1.56506, 0.48049], [-2.12492, 3.70783, -0.56440], [-2.82572, 1.40642, -5.80098], [-2.77455, -1.47791, -1.37967], [-1.36085, -4.05905, -0.18028], [6.36272, -5.66379, 3.01026], [2.51071, -5.08652, 2.60039], [-2.86487, 0.91146, 0.17908], [-3.85372, -3.43096, -2.41821], [-1.10164, 2.37313, -0.29257], [-5.16820, 0.15195, 0.52966], [-2.75350, -4.60187, -4.30328], [0.42852, -0.96835, 2.94135], [-1.35991, 0.01674, -4.44671], [0.30654, -5.11355, -1.06603], [3.25078, -2.17222, 1.00811], [-0.43011, -2.20975, -3.70704], [-3.15788, 2.84199, -4.22734], [-3.79589, 3.48167, -4.82340], [-0.00216, -4.87847, -2.08659], [4.41749, -6.69853, 2.86763], [-0.01011, -4.37183, 0.93007], [-1.42132, -2.77402, 1.82784], [0.01080, 0.51995, 3.62735], [0.42634, 1.77065, 1.25403], [-3.73462, -3.55313, 2.08650], [4.47900, -4.46280, 2.07614], [-2.04094, 2.38538, -2.11785], [-2.88968, -3.09486, -2.77848], [-2.86853, 3.18233, -2.92926], [-2.22490, -2.12410, 1.49992], [-2.27380, -3.75181, -3.83555], [2.49008, -3.18855, 1.59620], [-0.56753, -3.80153, -5.13293], [3.33593, -0.54326, -3.51183], [5.24084, -3.46649, 1.46724], [-0.01019, 1.69410, 2.91380], [-0.59970, 2.37447, 5.36250], [-0.35082, 0.65061, 5.32940], [2.58001, -0.71312, 0.31584], [-0.98188, 3.19551, 6.71318], [2.56072, 1.60402, -4.24878], [-1.04031, -1.54415, -2.64349], [-1.49342, 1.20449, -2.66414], [2.17414, -0.70943, -2.77784], [4.43396, 0.73813, -4.83489], [-0.36440, -0.01600, -1.84782], [0.14956, -0.49941, 0.53706], [3.09601, -4.30914, 2.12658], [6.72866, -4.78310, 2.88709]]}